Record 1
This record from OMol25 describes a 2-piece molecular cluster, C5H15NP overall in a non-equilibrium geometry. The level of theory is ωB97M-V/def2-TZVPD.

Properties
Frontier orbital gap (alpha / beta), hartree: 0.187 / 0.304
Electronic energy, Eh: -595.228542
Molar mass, Da: 120.156
Energy above the lowest of the compared OMol25 structures with the same formula, charge and spin, kJ/mol: 300.8
E_LUMO (alpha / beta), eV: -6.94 / -4.86
HOMO energy (alpha / beta), eV: -12.0 / -13.1

ORCA input file:
```
! wB97M-V def2-TZVPD RIJCOSX def2/J DEFGRID3
* xyz 1 1
C -3.5265 0.7538 0.6875
C 2.7182 1.0461 0.6910
C 0.7025 -2.1812 -0.0460
C -2.9895 0.5264 -0.7204
C 1.2222 0.6880 0.8693
N 1.6010 -0.0623 -1.7129
P 0.3719 -0.2935 -0.5241
H -4.6025 0.5660 0.7082
H -2.9977 0.1385 1.3888
H -3.3160 1.7430 1.0034
H 3.2465 1.4384 1.6427
H 3.3372 0.2989 0.3000
H 2.8690 1.8481 -0.0807
H 1.7113 -2.4753 -0.1169
H 0.0746 -2.7205 -0.8109
H 0.4225 -2.6358 0.9928
H -2.2600 1.3140 -1.0319
H -3.1787 -0.2245 -1.3970
H 0.6821 1.6987 1.1108
H 1.1362 0.1680 1.8061
H 1.5740 -0.3727 -2.6705
H 2.1314 0.8097 -1.5340
*
```

=====

Record 2
This record from OMol25 describes an isolated ion of composition C5H15O3P2S2 and charge +1. The level of theory is ωB97M-V/def2-TZVPD.

Properties
Frontier orbital gap, hartree: 0.350
Electronic energy, Eh: -1904.133446
Molar mass, Da: 249.254
E_LUMO, eV: -4.44
HOMO energy, eV: -14.0

ORCA input file:
```
! wB97M-V def2-TZVPD RIJCOSX def2/J DEFGRID3
* xyz 1 1
C 2.8951 0.6167 0.4244
C 1.5680 -0.0302 0.0348
C 0.3818 0.9448 0.0847
C 0.5877 2.3355 -0.5356
S -1.0581 0.2124 -0.7972
C -1.6060 -1.2564 0.0910
P -0.7653 -2.8944 -0.1441
O -1.8012 -3.9101 -0.1045
O 0.0909 -2.8224 -1.4678
O 0.3732 -2.9819 0.9567
P -2.6463 1.5735 -0.0232
S -2.8051 1.5955 1.8663
H 2.8150 1.1513 1.3722
H 3.6497 -0.1607 0.5282
H 3.2575 1.3150 -0.3278
H 1.6630 -0.5028 -0.9469
H 1.3652 -0.8383 0.7393
H 0.0418 1.0435 1.1186
H 1.6452 2.5345 -0.6743
H 0.1730 3.1107 0.1072
H 0.1246 2.4367 -1.5209
H -1.7032 -1.0044 1.1500
H -2.6091 -1.4505 -0.3004
H 0.1524 -2.0018 -1.9625
H 0.0968 -2.7780 1.8544
H -2.2135 2.7169 -0.7043
H -3.6728 1.0448 -0.8187
*
```

=====

Record 3
This record from OMol25 describes a 2-piece molecular cluster, C5H15OPSi overall in a non-equilibrium geometry. The level of theory is ωB97M-V/def2-TZVPD.

Properties
Frontier orbital gap, hartree: 0.359
Electronic energy, Eh: -905.558889
Molar mass, Da: 150.234
Energy above the lowest of the compared OMol25 structures with the same formula, charge and spin, kJ/mol: 158.9
E_LUMO, eV: 0.51
HOMO energy, eV: -9.3

ORCA input file:
```
! wB97M-V def2-TZVPD RIJCOSX def2/J DEFGRID3
* xyz 0 1
C 1.3178 1.2501 1.1372
Si 1.8390 -0.1586 -0.0693
C 3.7415 -0.3199 0.0500
C 1.4439 0.3747 -1.8725
O 0.8000 -1.3396 0.3990
H 1.3785 0.9227 2.1953
H 1.9235 2.1823 0.9908
H 0.3342 1.6889 0.7565
H 3.9468 -0.4858 1.0789
H 4.1389 -1.1236 -0.4386
H 4.0280 0.7348 -0.3526
H 0.4147 0.2251 -1.9087
H 1.8735 1.4180 -2.0048
H 1.8191 -0.3318 -2.6503
H 0.5834 -2.2289 0.0796
C -2.2123 0.0379 0.1487
P -3.1910 -1.1683 -0.4127
C -4.8477 -0.6687 0.3533
H -2.4849 0.8125 0.9147
H -1.0941 -0.0003 0.2538
H -5.5009 -1.3904 0.8675
H -4.7027 0.1616 1.0804
H -5.5494 -0.5926 -0.5965
*
```

=====

Record 4
This record from OMol25 describes C5H15OPSi2 as an isolated structure in a non-equilibrium geometry. The level of theory is ωB97M-V/def2-TZVPD.

Properties
Frontier orbital gap, hartree: 0.318
Electronic energy, Eh: -1195.047381
Molar mass, Da: 178.320
E_LUMO, eV: 0.76
HOMO energy, eV: -7.9

ORCA input file:
```
! wB97M-V def2-TZVPD RIJCOSX def2/J DEFGRID3
* xyz 0 1
C -1.2946 1.2372 2.7558
C -1.2646 -0.1322 2.4843
C -1.9705 -0.7909 1.2299
Si -0.5346 -1.0646 -0.0342
O 0.8293 -1.5332 0.9026
Si 2.2333 -1.8435 -0.0428
P -0.3231 0.8337 -1.1280
C 1.2591 1.7623 -0.7116
C -0.5020 0.6282 -2.9927
H -2.3045 1.7318 2.7203
H -0.3714 1.8223 3.0087
H -0.7015 -0.8139 3.1692
H -2.4346 -1.7528 1.5737
H -2.7283 -0.0724 0.8100
H -1.0164 -2.1221 -0.9507
H 3.1773 -2.5625 0.8426
H 1.9954 -2.6801 -1.2217
H 2.8400 -0.5402 -0.3537
H 2.0708 1.4096 -1.4049
H 1.5435 1.7384 0.3678
H 1.0662 2.8478 -0.9627
H 0.1015 -0.2472 -3.3414
H -1.5850 0.5807 -3.2582
H -0.0856 1.5637 -3.4623
*
```

=====

- Which value of molar mass does entry 3 give?
  150.234 Da